1.
91
Properties=species:S:1:pos:R:3 method="wB97M-V/def2-TZVPD" smiles="CB(O)[C@@]1(CCc2ccccc2)C[C@](CCCBr)(N=C=S)C(=O)O1.COCCOCCOC.COCCOCCOC" total_charge=0 homo_lumo_gap_ev=9.06 spin_multiplicity=1
C -2.32 3.78 -0.95
B -1.93 2.26 -1.12
O -1.13 1.89 -2.21
C -2.44 1.14 -0.11
C -3.67 0.42 -0.71
C -4.94 1.30 -0.84
C -5.89 1.08 0.33
C -6.89 0.16 0.19
C -7.75 -0.08 1.23
C -7.60 0.60 2.41
C -6.61 1.53 2.55
C -5.76 1.78 1.50
C -1.17 0.22 0.07
C -1.04 0.00 1.60
C -0.14 1.03 2.33
C -0.21 0.88 3.86
C 0.04 2.26 4.47
Br 0.26 2.23 6.40
N -0.52 -1.31 2.06
C -1.08 -2.30 1.63
S -1.91 -3.61 1.44
C -2.48 0.40 2.01
O -3.24 -0.14 2.77
O -2.71 1.52 1.24
H -1.50 4.42 -1.27
H -2.69 4.01 0.05
H -3.16 3.96 -1.64
H -1.73 1.53 -2.88
H -3.40 0.01 -1.69
H -3.92 -0.44 -0.07
H -5.48 0.93 -1.73
H -4.74 2.35 -1.02
H -7.00 -0.38 -0.75
H -8.54 -0.81 1.12
H -8.30 0.39 3.21
H -6.53 2.06 3.50
H -4.98 2.52 1.61
H -0.25 0.78 -0.14
H -1.21 -0.67 -0.56
H 0.89 0.75 2.06
H -0.31 2.05 2.00
H -1.18 0.50 4.20
H 0.54 0.18 4.23
H 0.96 2.66 4.03
H -0.79 2.91 4.20
C 4.82 -8.21 4.20
O 4.49 -6.86 3.96
C 5.11 -6.31 2.81
C 4.16 -5.46 2.00
O 3.11 -6.16 1.34
C 2.09 -6.76 2.13
C 1.18 -5.79 2.86
O 1.85 -5.14 3.93
C 1.57 -3.76 4.04
H 5.79 -8.30 4.68
H 4.06 -8.62 4.86
H 4.80 -8.80 3.27
H 5.52 -7.10 2.17
H 5.94 -5.68 3.15
H 4.74 -5.00 1.19
H 3.76 -4.63 2.60
H 2.50 -7.50 2.81
H 1.47 -7.30 1.42
H 0.34 -6.35 3.29
H 0.78 -5.06 2.14
H 1.52 -3.28 3.05
H 2.38 -3.30 4.60
H 0.62 -3.60 4.57
C 1.82 2.99 -2.66
O 2.76 3.18 -3.70
C 2.80 2.12 -4.65
C 2.87 2.63 -6.07
O 1.71 3.29 -6.55
C 1.36 4.55 -6.00
C 2.31 5.69 -6.31
O 3.54 5.56 -5.63
C 4.68 5.86 -6.41
H 2.23 2.32 -1.90
H 1.63 3.96 -2.21
H 0.88 2.60 -3.04
H 1.92 1.47 -4.55
H 3.69 1.52 -4.44
H 2.99 1.76 -6.72
H 3.76 3.25 -6.22
H 1.18 4.47 -4.93
H 0.40 4.80 -6.46
H 1.85 6.63 -5.99
H 2.46 5.74 -7.40
H 4.58 5.48 -7.43
H 5.54 5.37 -5.95
H 4.85 6.94 -6.43

=====

2.
85
Properties=species:S:1:pos:R:3 method="wB97M-V/def2-TZVPD" total_charge=+4 homo_lumo_gap_ev="6.45 / 5.43" spin_multiplicity=6
N -5.27 -1.75 3.58
C -4.27 -1.02 4.08
C -3.88 0.20 3.51
C -4.49 0.61 2.30
C -5.59 -0.14 1.83
C -5.94 -1.32 2.51
C -3.93 1.67 1.49
Ir 0.77 0.76 -1.33
P 3.06 0.62 -1.95
C -4.08 1.66 0.13
C -3.16 2.32 -0.71
C -3.07 1.86 -2.05
C -1.79 1.68 -2.56
C -0.82 1.83 -1.57
C -0.85 2.80 -0.54
C -2.11 3.08 -0.09
Br 1.46 2.76 -2.75
H -3.30 2.40 1.99
H -4.90 1.10 -0.33
H -3.05 0.77 3.93
H -6.14 0.15 0.93
H -3.76 -1.40 4.97
H -6.77 -1.92 2.13
H -3.97 1.58 -2.58
H -2.29 3.71 0.77
H -1.49 1.45 -3.59
H 0.09 3.26 -0.20
P -0.05 -1.40 -1.33
C 3.94 2.08 -1.13
C 4.78 2.90 -2.09
H 4.53 1.68 -0.30
H 3.15 2.69 -0.68
H 4.96 3.91 -1.69
H 5.78 2.46 -2.23
H 4.29 3.03 -3.06
C 2.97 0.23 -3.76
C 4.29 0.27 -4.49
H 2.25 0.92 -4.22
H 2.49 -0.76 -3.80
H 4.12 0.27 -5.57
H 4.85 1.19 -4.25
H 4.91 -0.60 -4.28
C 4.05 -0.77 -1.32
C 5.55 -0.56 -1.47
H 3.74 -1.66 -1.87
H 3.78 -0.89 -0.26
H 6.11 -1.45 -1.15
H 5.84 -0.37 -2.52
H 5.92 0.29 -0.87
C 0.71 -2.79 -0.35
C 2.03 -3.36 -0.88
H -0.02 -3.61 -0.27
H 0.85 -2.42 0.67
H 2.21 -4.37 -0.51
H 2.08 -3.39 -1.98
H 2.87 -2.76 -0.52
C -0.13 -2.19 -3.02
C -1.35 -1.89 -3.90
H -0.01 -3.29 -2.90
H 0.77 -1.85 -3.55
H -1.10 -2.10 -4.95
H -2.21 -2.50 -3.63
H -1.64 -0.83 -3.84
C -1.75 -1.23 -0.61
C -1.98 -1.77 0.79
H -2.48 -1.65 -1.33
H -1.97 -0.15 -0.58
H -3.04 -1.70 1.06
H -1.66 -2.81 0.91
H -1.42 -1.17 1.52
C 1.93 1.04 4.37
N 1.24 1.36 3.13
C 0.36 2.51 3.14
C 1.45 0.70 1.98
C 2.38 -0.46 1.98
O 0.83 1.08 0.94
H 1.80 1.87 5.06
H 3.01 0.90 4.21
H 1.53 0.13 4.85
H -0.35 2.47 2.30
H -0.19 2.54 4.08
H 0.94 3.44 3.07
H 2.30 -0.96 1.00
H 3.43 -0.14 2.14
H 2.09 -1.18 2.77

=====

3.
85
Properties=species:S:1:pos:R:3 method="wB97M-V/def2-TZVPD" total_charge=+4 homo_lumo_gap_ev="5.58 / 4.11" relative_energy_ev=0.107 spin_multiplicity=5
N 8.26 -2.58 -4.18
C 8.40 -2.29 -2.89
C 7.33 -1.85 -2.12
C 6.06 -1.73 -2.73
C 5.95 -2.00 -4.11
C 7.09 -2.43 -4.79
C 4.87 -1.44 -1.95
Pd -1.46 -0.42 0.21
P -3.36 -1.42 0.93
C 3.62 -1.75 -2.40
C 2.48 -1.66 -1.55
C 1.37 -2.48 -1.82
C 0.24 -2.38 -1.00
C 0.30 -1.39 -0.03
C 1.40 -0.68 0.38
C 2.52 -0.80 -0.43
Br -0.67 -0.68 2.72
H 5.04 -1.08 -0.94
H 3.49 -2.22 -3.37
H 7.46 -1.66 -1.05
H 5.01 -1.89 -4.66
H 9.38 -2.43 -2.44
H 7.03 -2.66 -5.86
H 1.41 -3.19 -2.64
H 3.43 -0.23 -0.23
H -0.67 -2.96 -1.13
H 1.34 -0.02 1.24
P -1.46 1.47 -1.01
C -2.85 -2.94 1.84
C -3.81 -3.91 2.52
H -2.11 -2.57 2.58
H -2.23 -3.53 1.14
H -3.24 -4.54 3.22
H -4.59 -3.41 3.08
H -4.29 -4.60 1.81
C -4.17 -1.88 -0.67
C -5.67 -2.14 -0.79
H -3.63 -2.79 -0.98
H -3.89 -1.10 -1.40
H -5.87 -2.48 -1.82
H -6.02 -2.92 -0.11
H -6.28 -1.24 -0.63
C -3.90 0.12 1.86
C -5.04 0.19 2.88
H -4.04 0.89 1.08
H -2.98 0.41 2.40
H -5.24 1.26 3.08
H -5.95 -0.28 2.54
H -4.75 -0.25 3.84
C -2.11 2.95 -0.18
C -2.02 4.22 -1.03
H -1.57 3.05 0.77
H -3.16 2.73 0.08
H -1.02 4.67 -0.98
H -2.27 4.05 -2.08
H -2.73 4.96 -0.63
C -2.49 1.20 -2.50
C -1.86 0.36 -3.60
H -2.80 2.20 -2.87
H -3.42 0.73 -2.13
H -1.27 1.00 -4.28
H -1.19 -0.43 -3.22
H -2.64 -0.13 -4.19
C 0.19 1.91 -1.66
C 1.07 2.66 -0.66
H 0.02 2.50 -2.57
H 0.67 0.97 -1.95
H 2.10 2.71 -1.05
H 0.74 3.69 -0.49
H 1.13 2.17 0.32
C -0.67 2.88 3.92
C 0.48 3.25 3.00
O 1.41 2.20 2.69
C 1.93 1.42 3.78
C 3.43 1.59 3.91
H -1.17 1.97 3.58
H -1.39 3.70 3.92
H -0.31 2.74 4.95
H 0.09 3.55 2.01
H 1.04 4.11 3.40
H 1.42 1.68 4.73
H 1.68 0.38 3.53
H 3.66 2.59 4.29
H 3.82 0.87 4.63
H 3.94 1.46 2.94